C26H62N3O3P3Pt | ωB97M-V/def2-TZVPD

Last column: Mulliken charge in e.
Geometry (Å):
Pt  0.4370  -0.3810  -1.2425  4.4950
P  -1.5745  0.3163  -2.3475  -1.5063
P  2.5894  -1.4036  -0.2433  -0.9472
P  -0.8434  1.0566  2.6745  -1.5482
O  0.0090  0.6948  1.4255  -0.7342
O  1.4023  2.4372  -0.6218  -0.5968
O  1.8877  -0.6324  -4.1473  -0.3050
N  -0.1496  2.5275  2.9605  0.4180
N  -2.5672  1.1448  2.5707  0.5415
N  -0.6146  -0.1034  3.8552  0.6635
C  -3.4828  0.0363  -0.2976  -1.4652
C  1.0948  1.3304  -0.9095  -0.4407
C  -2.8675  1.0739  -1.2362  0.5228
C  -0.8716  -1.5540  3.6689  -1.0327
C  -3.3482  -0.0972  2.8618  -1.3549
C  -3.1032  2.2599  3.3488  -0.7969
C  -0.3104  3.6427  2.0331  -0.6618
C  -1.3771  1.5832  -3.6983  1.1529
C  -1.6349  -1.8198  -4.1653  -1.3060
C  4.2954  -0.0799  -2.0819  -1.4637
C  1.9032  -2.8239  2.1377  -1.8007
C  2.6716  -1.5892  1.6326  0.3345
C  4.1641  -3.8417  -0.1723  -1.7020
C  -2.6289  2.4497  -3.9358  -1.5053
C  4.6076  0.5953  0.3014  -1.4539
C  1.1859  2.4877  3.5256  -0.9917
C  -0.8685  0.3537  5.2042  -0.9226
C  -2.5087  -1.0646  -3.1603  0.4948
C  -0.8935  1.0133  -5.0391  -1.6534
C  1.3398  -0.6330  -3.0986  -0.0694
C  -3.8463  -0.6745  -3.8083  -1.6646
C  4.2167  -0.5618  -0.6313  0.7862
C  2.9114  -3.1701  -0.7641  0.8372
C  2.9189  -3.3064  -2.2866  -1.3377
C  2.2238  -0.3324  2.3406  -0.6720
C  -2.3214  2.2851  -0.4758  -1.2459
H  -4.5180  -0.1145  -3.1473  0.3758
H  -2.7221  3.2336  2.9895  0.3744
H  -3.7848  0.5257  0.6349  0.2352
H  4.6955  0.2884  1.3492  0.3305
H  2.5470  -3.7130  2.1251  0.3891
H  3.7485  0.8619  -2.2238  0.3396
H  1.9512  2.4892  2.7320  0.3134
H  -2.7583  -0.7506  -0.0340  0.3171
H  -3.7075  -0.1225  -4.7468  0.3323
H  1.1926  -0.4947  2.6356  -0.5756
H  -4.3781  -0.4483  -0.7211  0.3147
H  5.0334  -3.7166  -0.8316  0.4535
H  -0.7442  -1.9179  2.6281  0.2829
H  -1.3214  3.7695  1.6162  0.2767
H  -2.7242  -1.7372  -2.3119  0.5620
H  -1.8262  3.0239  -1.1200  0.5295
H  2.0225  -3.6959  -0.3774  0.5407
H  -0.2299  -0.2309  5.8696  0.4167
H  -3.5603  1.8725  -3.8658  0.3078
H  3.9075  1.4390  0.2171  0.2494
H  3.7577  -2.7592  -2.7366  0.2682
H  1.9795  -2.9580  -2.7295  0.2087
H  -2.9981  -0.9735  2.2704  0.4574
H  -2.6789  3.2959  -3.2417  0.3613
H  -4.1930  2.2109  3.2754  0.4721
H  5.5936  0.9676  -0.0125  0.5000
H  1.3369  3.4202  4.0818  0.5451
H  -0.2512  0.1337  -4.9585  0.3115
H  3.9754  -4.9229  -0.1116  0.4313
H  1.5789  -2.6825  3.1788  0.3859
H  1.0117  -3.0237  1.5226  0.3774
H  -1.7622  -1.4307  -5.1824  0.3863
H  1.3590  1.6397  4.2070  0.3818
H  2.6910  -0.1257  3.3120  0.3822
H  -1.8848  -1.8164  4.0127  0.5907
H  -0.1643  -2.1084  4.3042  0.3557
H  -4.4023  0.0885  2.6031  0.5917
H  -3.1336  2.7847  0.0792  0.5353
H  -0.5788  2.2309  -3.2941  0.4464
H  3.9376  -0.8116  -2.8091  0.1961
H  -3.2630  -0.3081  3.9427  0.4814
H  -1.6000  1.9169  0.2652  -0.1575
H  -0.9442  -0.4250  -0.1904  0.4122
H  -2.8035  2.0955  4.3987  0.3522
H  -0.2793  1.7732  -5.5384  0.4705
H  -0.5700  -1.7937  -3.9040  0.2276
H  -0.6297  1.4194  5.3253  0.4651
H  -2.5966  2.8629  -4.9523  0.4503
H  -1.7334  0.7927  -5.7134  0.3649
H  4.9481  -1.3809  -0.5008  0.5597
H  0.1421  -0.3095  0.8432  -0.8664
H  -3.6800  1.4399  -1.8867  1.0489
H  -4.3723  -1.6009  -4.0745  0.4879
H  4.4334  -3.5059  0.8354  0.4309
H  2.2792  0.5717  1.7110  0.1121
H  -1.9166  0.1635  5.4640  0.3632
H  -0.0611  4.5612  2.5840  0.5097
H  3.0334  -4.3640  -2.5555  0.5003
H  3.7360  -1.6807  1.8887  1.0314
H  0.4219  3.5876  1.2086  0.2149
H  -1.9335  -2.8738  -4.1809  0.4443
H  5.3453  0.1175  -2.3364  0.4782

Results
Relative energy (zero: lowest compared OMol25 entry of this formula, charge and spin): 496.4 kJ/mol
⟨S²⟩: 6.03
Net charge: +4
E_HOMO (spin up / spin down): -15.721 / -20.285 eV
Frontier orbital gap (spin up / spin down): 0.1503 / 0.1285 Eh
LUMO (spin up / spin down): -11.63 / -16.79 eV
Spin multiplicity: 5